Formula: C35H82F5NO16Si2
Source: the Open Molecules 2025 dataset
Level of theory: ωB97M-V with the def2-TZVPD basis set

Atoms and positions in Å:
1 N 7.965 2.716 -0.731
2 C 6.532 2.590 -0.988
3 C 6.183 3.088 -2.402
4 C 4.745 2.796 -2.903
5 Si 3.324 2.797 -1.706
6 O 2.212 3.925 -2.123
7 Si 0.882 4.448 -1.275
8 C 2.398 1.065 -1.804
9 F 1.035 1.281 -1.912
10 F 2.791 0.371 -2.931
11 C 2.578 0.123 -0.607
12 F 1.657 -0.819 -0.538
13 F 3.778 -0.449 -0.623
14 F 2.487 0.840 0.520
15 H 8.297 1.977 -0.118
16 H 8.197 3.599 -0.279
17 H 6.249 1.522 -0.907
18 H 5.916 3.132 -0.240
19 H 6.386 4.172 -2.464
20 H 6.907 2.606 -3.087
21 H 4.449 3.565 -3.644
22 H 4.737 1.840 -3.456
23 H 3.679 2.994 -0.293
24 H 0.976 3.910 0.103
25 H -0.352 3.963 -1.917
26 H 0.914 5.919 -1.252
27 C -4.988 0.962 -4.202
28 O -4.062 0.387 -3.311
29 C -3.151 1.290 -2.717
30 C -2.964 1.017 -1.240
31 O -4.100 1.324 -0.447
32 C -5.180 0.407 -0.445
33 C -4.992 -0.797 0.451
34 O -3.980 -1.660 -0.023
35 C -3.205 -2.269 0.987
36 H -4.564 1.104 -5.203
37 H -5.836 0.282 -4.281
38 H -5.346 1.930 -3.835
39 H -3.492 2.324 -2.852
40 H -2.170 1.196 -3.200
41 H -2.190 1.709 -0.895
42 H -2.614 -0.004 -1.078
43 H -5.444 0.091 -1.456
44 H -6.021 0.968 -0.028
45 H -5.956 -1.325 0.485
46 H -4.759 -0.463 1.469
47 H -2.987 -1.577 1.806
48 H -2.261 -2.584 0.545
49 H -3.711 -3.151 1.400
50 C -9.024 1.107 -4.398
51 O -9.029 -0.004 -5.263
52 C -9.539 -1.200 -4.708
53 C -10.422 -1.940 -5.686
54 O -11.653 -1.297 -5.959
55 C -11.653 -0.207 -6.861
56 C -11.564 -0.602 -8.318
57 O -10.286 -1.107 -8.649
58 C -10.290 -2.240 -9.484
59 H -8.155 1.095 -3.730
60 H -8.978 2.004 -5.014
61 H -9.931 1.147 -3.786
62 H -10.106 -0.989 -3.794
63 H -8.710 -1.870 -4.441
64 H -10.702 -2.879 -5.199
65 H -9.870 -2.176 -6.598
66 H -10.881 0.527 -6.618
67 H -12.632 0.261 -6.728
68 H -11.776 0.295 -8.915
69 H -12.341 -1.343 -8.541
70 H -11.055 -2.961 -9.176
71 H -9.310 -2.710 -9.402
72 H -10.464 -1.977 -10.533
73 C -0.226 -0.183 6.761
74 O 0.189 -1.391 6.170
75 C -0.853 -2.230 5.716
76 C -0.552 -2.839 4.364
77 O -0.575 -1.922 3.284
78 C 0.481 -0.988 3.151
79 C 1.806 -1.563 2.704
80 O 2.413 -2.369 3.695
81 C 3.013 -3.547 3.211
82 H -0.535 -0.321 7.804
83 H 0.621 0.502 6.739
84 H -1.060 0.267 6.211
85 H -1.797 -1.676 5.659
86 H -0.994 -3.060 6.423
87 H -1.376 -3.526 4.152
88 H 0.374 -3.416 4.394
89 H 0.612 -0.398 4.060
90 H 0.154 -0.317 2.351
91 H 2.462 -0.709 2.486
92 H 1.671 -2.130 1.775
93 H 2.392 -4.035 2.452
94 H 3.133 -4.227 4.054
95 H 4.002 -3.355 2.779
96 C 7.727 -3.494 3.993
97 O 8.095 -4.663 3.300
98 C 7.426 -5.839 3.706
99 C 7.012 -6.686 2.524
100 O 5.985 -6.108 1.739
101 C 6.342 -5.107 0.805
102 C 7.003 -5.614 -0.456
103 O 8.311 -6.091 -0.211
104 C 8.646 -7.284 -0.879
105 H 8.232 -3.416 4.963
106 H 8.021 -2.642 3.380
107 H 6.646 -3.452 4.161
108 H 6.539 -5.590 4.300
109 H 8.090 -6.450 4.334
110 H 6.568 -7.596 2.938
111 H 7.880 -6.966 1.924
112 H 6.946 -4.319 1.262
113 H 5.388 -4.670 0.497
114 H 7.041 -4.775 -1.164
115 H 6.382 -6.400 -0.902
116 H 7.826 -8.009 -0.837
117 H 9.515 -7.707 -0.377
118 H 8.901 -7.108 -1.930
119 C 1.444 8.139 5.307
120 O 1.129 6.829 4.900
121 C 0.170 6.732 3.867
122 C 0.551 5.685 2.846
123 O 1.676 6.026 2.057
124 C 2.966 5.875 2.622
125 C 3.445 4.443 2.684
126 O 2.767 3.687 3.668
127 C 2.266 2.450 3.214
128 H 0.696 8.544 5.998
129 H 2.404 8.102 5.819
130 H 1.526 8.816 4.450
131 H 0.044 7.699 3.366
132 H -0.804 6.443 4.287
133 H -0.279 5.629 2.136
134 H 0.664 4.708 3.322
135 H 3.050 6.353 3.601
136 H 3.629 6.394 1.924
137 H 4.520 4.457 2.910
138 H 3.319 3.987 1.695
139 H 1.773 2.559 2.243
140 H 1.534 2.102 3.942
141 H 3.057 1.696 3.126

Values from the calculation:
- Lowest unoccupied orbital energy: 0.42 eV
- Gap between HOMO and LUMO: 9.4 eV
- E_HOMO: -8.9 eV
- Calculated total energy: -3719.4275 a.u.
- Strongest force on any atom: 0.63 eV/A

Formula: C35H84N4O13S4
Source: the Open Molecules 2025 dataset
Level of theory: ωB97M-V with the def2-TZVPD basis set

Atoms and positions in Å:
1 O -5.298 -4.450 -1.445
2 S -5.165 -4.088 -0.046
3 O -5.638 -4.980 0.985
4 C -3.450 -3.597 0.387
5 C -3.474 -2.086 0.510
6 C -4.848 -1.712 1.063
7 C -5.852 -2.419 0.180
8 H -2.763 -4.063 -0.321
9 H -3.216 -4.074 1.340
10 H -2.706 -1.698 1.179
11 H -3.378 -1.618 -0.471
12 H -4.967 -0.627 0.976
13 H -4.960 -1.873 2.137
14 H -5.860 -1.957 -0.807
15 H -6.869 -2.496 0.558
16 O -5.384 4.862 -1.119
17 S -4.713 3.612 -1.397
18 O -5.000 2.420 -0.639
19 C -4.881 3.246 -3.173
20 C -3.861 4.154 -3.837
21 C -2.573 4.063 -2.978
22 C -2.923 3.879 -1.499
23 H -5.908 3.456 -3.461
24 H -4.596 2.200 -3.280
25 H -3.625 3.823 -4.848
26 H -4.155 5.201 -3.910
27 H -1.962 4.961 -3.053
28 H -1.999 3.190 -3.293
29 H -2.673 4.710 -0.846
30 H -2.508 2.967 -1.075
31 O 5.410 -3.816 -4.140
32 S 4.481 -4.338 -3.156
33 O 4.798 -5.535 -2.403
34 C 4.020 -2.988 -2.027
35 C 3.052 -2.177 -2.859
36 C 2.024 -3.196 -3.414
37 C 2.782 -4.472 -3.854
38 H 4.950 -2.462 -1.821
39 H 3.639 -3.555 -1.179
40 H 2.530 -1.378 -2.330
41 H 3.525 -1.695 -3.715
42 H 1.562 -2.731 -4.283
43 H 1.292 -3.486 -2.665
44 H 2.730 -4.811 -4.883
45 H 2.362 -5.286 -3.260
46 O -1.925 3.532 1.411
47 S -2.721 3.075 2.530
48 O -3.502 4.009 3.298
49 C -3.780 1.643 2.089
50 C -3.651 0.639 3.244
51 C -2.757 1.241 4.354
52 C -1.696 2.098 3.687
53 H -3.360 1.258 1.163
54 H -4.786 2.030 1.961
55 H -4.582 0.420 3.766
56 H -3.198 -0.291 2.910
57 H -2.214 0.450 4.881
58 H -3.310 1.766 5.130
59 H -0.987 1.496 3.119
60 H -1.139 2.741 4.364
61 C 4.794 0.495 -0.703
62 O 4.940 0.130 0.660
63 C 4.137 -0.954 1.058
64 C 4.053 -1.026 2.581
65 C 5.406 -1.361 3.198
66 N 3.096 -2.074 2.970
67 H 3.737 0.709 -0.901
68 H 5.198 -0.293 -1.344
69 H 5.374 1.406 -0.835
70 H 3.144 -0.839 0.603
71 H 4.570 -1.928 0.771
72 H 3.676 -0.060 2.926
73 H 5.483 -1.030 4.232
74 H 6.190 -0.820 2.654
75 H 5.654 -2.417 3.107
76 H 3.157 -2.829 2.289
77 H 2.140 -1.746 2.892
78 C 1.337 1.211 2.000
79 O 1.653 1.261 3.360
80 C 2.569 2.306 3.668
81 C 2.921 2.181 5.148
82 C 1.751 2.464 6.069
83 N 3.966 3.170 5.492
84 H 0.882 2.150 1.653
85 H 0.651 0.384 1.796
86 H 2.178 0.993 1.322
87 H 3.459 2.276 3.029
88 H 2.067 3.265 3.466
89 H 3.268 1.164 5.333
90 H 1.573 3.545 6.124
91 H 1.913 2.085 7.077
92 H 0.749 2.110 5.808
93 H 3.632 4.089 5.205
94 H 4.758 3.040 4.862
95 C 0.817 -2.754 0.505
96 O 0.545 -2.074 1.711
97 C -0.263 -2.857 2.564
98 C -0.935 -1.945 3.592
99 C 0.064 -1.311 4.570
100 N -2.029 -2.649 4.221
101 H 1.383 -3.682 0.670
102 H 1.319 -2.042 -0.146
103 H -0.064 -3.141 -0.026
104 H -1.068 -3.304 1.974
105 H 0.268 -3.656 3.099
106 H -1.268 -1.097 2.979
107 H -0.394 -0.541 5.196
108 H 0.800 -0.725 4.008
109 H 0.610 -1.999 5.217
110 H -2.639 -2.116 4.827
111 H -1.642 -3.354 4.844
112 C -1.656 0.771 -5.692
113 O -0.566 1.027 -4.846
114 C 0.452 1.871 -5.360
115 C 1.401 1.121 -6.290
116 C 2.196 0.019 -5.613
117 N 2.252 2.109 -7.014
118 H -2.258 -0.029 -5.257
119 H -1.365 0.506 -6.708
120 H -2.378 1.598 -5.699
121 H 0.023 2.773 -5.809
122 H 0.994 2.266 -4.492
123 H 0.723 0.723 -7.052
124 H 3.067 -0.291 -6.194
125 H 1.596 -0.900 -5.601
126 H 2.489 0.225 -4.584
127 H 2.746 1.560 -7.712
128 H 2.981 2.369 -6.350
129 C 0.090 2.004 -1.533
130 C 0.283 0.509 -1.278
131 C -1.036 -0.149 -0.856
132 O 0.691 -0.064 -2.537
133 H -0.326 2.155 -2.525
134 H 1.000 2.591 -1.388
135 H -0.564 2.447 -0.769
136 H 1.068 0.337 -0.544
137 H -1.159 0.143 0.195
138 H -0.927 -1.226 -0.921
139 H -1.863 0.272 -1.427
140 H 0.125 0.262 -3.255

Values from the calculation:
- Lowest unoccupied orbital energy: 0.03 eV
- SMILES: O=S1(=O)CCCC1.O=S1(=O)CCCC1.O=S1(=O)CCCC1.O=S1(=O)CCCC1.COC[C@H](C)N.COC[C@H](C)N.COC[C@H](C)N.COC[C@H](C)N.CC(C)O
- Gap between HOMO and LUMO: 9.3 eV
- E_HOMO: -9.3 eV
- Calculated total energy: -4173.7115 a.u.
- Strongest force on any atom: 2.14 eV/A

Formula: C35H85N10O25
Source: the Open Molecules 2025 dataset
Level of theory: ωB97M-V with the def2-TZVPD basis set

Atoms and positions in Å:
1 C 1.573 1.928 7.196
2 C 0.526 2.847 6.709
3 O 0.105 3.842 7.213
4 N 0.135 2.522 5.268
5 H -0.004 3.443 4.846
6 H 0.880 2.013 4.794
7 C -1.137 1.666 5.100
8 H 2.088 2.232 8.105
9 H 2.346 1.748 6.444
10 H 1.171 0.924 7.352
11 H -2.042 2.228 5.313
12 H -1.016 0.810 5.762
13 H -1.167 1.265 4.089
14 C -1.980 2.388 -3.541
15 C -1.917 3.558 -2.614
16 O -1.475 3.419 -1.491
17 N -1.961 4.978 -3.139
18 H -1.155 5.476 -2.763
19 H -1.721 4.874 -4.124
20 C -3.299 5.580 -2.827
21 H -2.566 1.626 -3.024
22 H -0.996 1.931 -3.655
23 H -2.389 2.560 -4.536
24 H -3.558 5.508 -1.773
25 H -4.031 4.987 -3.379
26 H -3.443 6.593 -3.199
27 C -0.097 -7.651 2.890
28 C 0.085 -6.451 2.023
29 O 0.995 -6.280 1.267
30 N -0.945 -5.354 2.292
31 H -1.302 -5.447 3.239
32 H -0.407 -4.480 2.352
33 C -2.150 -5.323 1.325
34 H 0.730 -8.311 2.633
35 H -1.026 -8.214 2.784
36 H -0.069 -7.401 3.953
37 H -2.944 -5.037 2.009
38 H -2.355 -6.304 0.903
39 H -1.905 -4.508 0.650
40 C -4.203 -2.065 -2.763
41 C -3.377 -1.615 -3.932
42 O -2.346 -1.060 -3.782
43 N -3.938 -1.901 -5.356
44 H -4.797 -2.445 -5.344
45 H -4.155 -0.944 -5.627
46 C -2.954 -2.680 -6.192
47 H -4.095 -3.128 -2.514
48 H -5.270 -1.857 -2.705
49 H -3.653 -1.709 -1.889
50 H -2.098 -2.033 -6.367
51 H -3.410 -2.987 -7.133
52 H -2.669 -3.622 -5.728
53 C 1.363 -2.195 -4.221
54 C 2.425 -2.420 -3.137
55 O 2.205 -3.052 -2.143
56 N 3.881 -2.196 -3.495
57 H 3.899 -1.472 -4.207
58 H 4.303 -1.759 -2.663
59 C 4.580 -3.502 -3.873
60 H 1.857 -2.194 -5.190
61 H 0.748 -1.364 -3.874
62 H 0.695 -3.051 -4.133
63 H 4.147 -4.365 -3.376
64 H 5.645 -3.430 -3.663
65 H 4.494 -3.560 -4.957
66 C -0.528 -1.170 -0.520
67 C 0.409 -0.015 -0.820
68 O 0.435 0.608 -1.874
69 N 1.312 0.489 0.250
70 H 1.560 -0.289 0.885
71 H 2.177 0.809 -0.214
72 C 0.666 1.690 0.972
73 H -1.237 -1.339 -1.328
74 H -1.047 -0.951 0.416
75 H -0.064 -2.128 -0.281
76 H 0.024 1.388 1.797
77 H 0.064 2.352 0.353
78 H 1.484 2.225 1.451
79 C 3.002 4.519 3.355
80 C 3.850 5.243 4.379
81 O 3.774 5.000 5.534
82 N 4.763 6.345 3.860
83 H 5.719 6.004 3.965
84 H 4.723 6.556 2.867
85 C 4.633 7.692 4.614
86 H 2.406 5.224 2.768
87 H 2.301 3.811 3.787
88 H 3.590 4.023 2.579
89 H 3.740 8.141 4.187
90 H 5.554 8.232 4.414
91 H 4.534 7.364 5.647
92 C 4.763 3.948 -0.695
93 C 4.553 4.117 -2.200
94 O 4.943 5.063 -2.829
95 N 3.801 2.974 -2.872
96 H 4.370 2.699 -3.672
97 H 3.847 2.125 -2.300
98 C 2.407 3.467 -3.188
99 H 5.299 3.026 -0.450
100 H 3.881 3.910 -0.055
101 H 5.507 4.649 -0.319
102 H 2.261 4.541 -3.256
103 H 1.827 3.219 -2.296
104 H 1.997 2.834 -3.972
105 C -0.166 -6.339 -1.487
106 C -1.311 -6.294 -2.463
107 O -2.182 -5.486 -2.538
108 N -1.399 -7.574 -3.313
109 H -0.622 -7.605 -3.971
110 H -1.204 -8.367 -2.702
111 C -2.665 -7.739 -4.117
112 H 0.692 -6.520 -2.140
113 H -0.342 -7.151 -0.782
114 H 0.054 -5.398 -0.989
115 H -2.482 -8.539 -4.831
116 H -2.758 -6.797 -4.656
117 H -3.596 -7.827 -3.562
118 C -2.937 1.944 1.257
119 C -3.811 1.298 0.219
120 O -3.350 0.663 -0.701
121 N -5.279 1.785 0.194
122 H -5.397 2.633 0.745
123 H -5.655 2.012 -0.723
124 C -6.158 0.644 0.695
125 H -3.526 1.843 2.174
126 H -2.784 3.010 1.082
127 H -1.981 1.455 1.417
128 H -5.921 -0.266 0.150
129 H -7.166 1.048 0.608
130 H -5.978 0.612 1.769
131 O 4.979 0.001 0.663
132 C 4.660 -0.125 -0.635
133 O 5.167 -1.052 -1.301
134 O 3.911 0.763 -1.136
135 H 5.644 -0.704 0.716
136 O 3.511 1.518 2.135
137 C 3.373 0.873 3.345
138 O 2.559 1.377 4.165
139 O 4.106 -0.077 3.614
140 H 4.168 0.844 1.857
141 O -0.242 -0.774 2.888
142 C 0.558 -1.848 2.596
143 O 0.249 -2.980 3.055
144 O 1.583 -1.693 1.895
145 H -0.881 -1.191 3.482
146 O -5.466 -2.499 1.453
147 C -4.383 -2.795 0.703
148 O -3.351 -2.101 0.905
149 O -4.445 -3.815 -0.030
150 H -4.997 -1.808 1.948
151 O -1.310 5.827 2.034
152 C -1.015 4.944 3.019
153 O -1.730 4.837 4.029
154 O -0.146 4.077 2.747
155 H -0.736 5.375 1.396

Values from the calculation:
- Lowest unoccupied orbital energy: -11.42 eV
- Gap between HOMO and LUMO: 4.0 eV
- Net charge: +5
- E_HOMO: -15.4 eV
- Calculated total energy: -3811.2781 a.u.
- Strongest force on any atom: 4.36 eV/A